# 1
99
Properties=species:S:1:pos:R:3 method="wB97M-V/def2-TZVPD" lumo_energy_ha=-0.0389 relative_energy_ev=4.684 multiplicity=1 homo_ev=-9.26 orbital_gap_ev=8.198
O -4.7980 0.7392 0.1090
H 2.8464 -3.8885 3.4947
O 4.9533 2.3098 1.9527
H 1.4484 3.7065 1.8607
H -3.7426 4.5602 -0.1615
O -1.5569 3.9029 2.5243
O -2.1143 -2.8125 1.4388
H 1.8933 -3.3020 -3.2275
H 0.0323 -1.1715 5.2264
H -2.0717 -2.5823 -5.2581
O 3.3447 -3.9270 0.0205
H -1.1751 3.1525 -2.9824
H -0.6693 4.7490 -1.7945
H 3.2078 -0.4154 0.5473
H 0.1920 3.6267 -3.4274
O 1.0703 -3.7634 -3.0662
H 0.0465 0.8748 4.7165
H 1.9326 0.4444 -4.5661
H -2.0189 3.4691 3.2417
H 0.8044 2.0115 5.3688
H -0.7774 -5.7967 2.4830
H 0.0415 0.3396 -4.9341
H -0.6085 0.1866 -0.1903
H -0.5225 2.0945 0.4727
H -3.4980 -3.7784 3.6697
O 2.8026 -4.5126 2.7703
H 2.9446 -3.1177 -0.2976
H 2.9327 -1.0390 -1.7778
H 6.4141 -1.7173 1.3789
H 4.9964 2.5247 1.0210
H 0.7946 2.6398 -0.0371
O 0.6944 1.0610 5.3960
O 2.7551 0.3770 -5.0511
O 2.7523 -1.2332 -0.8580
O 2.0143 4.0594 2.5472
O -0.2478 5.1021 -1.0110
H -3.1897 4.0243 1.1420
O -0.7315 3.8782 -3.4215
H 0.7059 -5.6724 2.2068
O -1.4294 -2.2887 -2.2348
H -1.0698 -3.0271 -1.7432
O -0.1519 -5.4311 1.8574
H -3.0212 0.8116 0.2007
H 0.4707 -0.8661 -3.0129
H -4.4743 -2.1974 -0.4180
O 3.0964 0.1527 1.3096
H -4.0034 1.8602 -2.4089
H 3.4321 2.2551 -0.6599
H 4.2442 1.6701 2.0189
H -1.9434 -1.7999 -1.5920
H -1.5856 -3.5763 1.2081
O -2.5828 -3.6180 3.8995
O 0.7117 -2.2800 2.0951
O -4.8465 1.5803 -2.7654
O -1.2311 -2.3670 -4.8540
H 2.8911 1.2516 -5.4155
H -2.5685 -2.5813 0.6286
H 0.7728 0.3969 -2.2348
O -3.1115 3.9335 0.1923
O -0.0039 2.8975 0.4236
H 2.6212 -0.3855 1.9426
H -1.3675 -2.5216 -3.9193
H 3.1007 -3.9680 0.9452
H 4.9762 -1.9750 1.7764
H -0.4661 4.4778 -0.3190
H 2.3388 3.1439 -2.6084
O -0.3108 0.5719 -5.7934
O -3.7110 -1.9500 -0.9400
H 3.2189 -5.3046 3.1103
H -5.1696 0.0411 0.6483
H -4.0637 -1.7741 -1.8123
H -5.5544 1.2547 -0.1709
H -2.1851 0.7023 1.4579
H 1.3357 -3.0025 2.1647
O 0.6914 0.0583 -3.1264
H -2.1919 -3.2687 3.0986
H 0.4587 -3.3927 -3.7023
H -4.6361 1.2265 -3.6296
H -1.8506 1.5515 -1.4942
H -0.2259 -2.6626 5.2675
H -2.3048 2.9454 -1.1164
H 2.6716 3.5482 -4.0288
H 1.8471 -0.9514 -0.7263
H -1.7981 -0.1685 3.9517
O -2.1650 2.3733 -1.8710
H -1.2559 3.1868 1.9650
O 2.0291 3.6872 -3.3331
O 5.8604 -1.9062 2.1365
O -1.6391 0.6497 3.4810
O -2.1275 0.9166 0.5268
H -2.2900 1.2582 3.8308
H 2.4852 1.3502 0.0993
H 0.2859 -0.7169 0.6316
H -1.2529 0.4224 -5.7149
O -0.0531 -1.9407 4.6632
H 2.1747 4.9656 2.2839
H 0.2333 -2.2954 2.9241
O 0.2948 -0.1215 -0.1178
O 2.5017 2.0942 -0.5026

=====

# 2
14
Properties=species:S:1:pos:R:3 method="wB97M-V/def2-TZVPD" lumo_energy_ha="-0.0011 / -0.0011" relative_energy_ev=4.414 multiplicity=1 homo_ev="-7.06 / -7.06" orbital_gap_ev="7.028 / 7.027"
C 0.8049 -0.3112 0.3259
H -0.5090 0.6636 -2.2440
O -0.4672 1.7318 0.4821
H 1.7179 0.2984 0.4415
O 1.0137 -1.4029 -0.5661
H 0.9312 -0.6945 2.4636
H -0.0777 1.4361 1.3855
H -2.0268 0.9138 -1.3356
C -0.2552 0.6302 -0.1626
C 0.2178 -0.5448 1.6555
H -1.2394 -0.7138 -1.4357
H -0.5994 -1.2666 1.6453
C -1.0839 0.3654 -1.3579
H 1.5729 -1.1053 -1.2973

=====

# 3
54
Properties=species:S:1:pos:R:3 method="wB97M-V/def2-TZVPD" lumo_energy_ha="-0.1240 / -0.2806" total_charge=+1 multiplicity=3 homo_ev="-11.20 / -11.78" orbital_gap_ev="7.825 / 4.142"
O 2.0473 -1.5131 -0.9538
H -0.1296 -0.5355 1.6660
H 3.1531 0.9785 2.2636
H 0.5253 0.7063 -3.5760
H 4.1942 -1.7005 0.4547
C 3.3866 0.3039 0.1377
N 2.5944 -0.1430 -1.0716
H 0.4436 2.0478 -0.5220
Cl -2.8503 2.3111 -1.3448
H -0.0902 0.3467 -0.3794
C -4.8734 -1.0099 -1.3298
H 3.6486 3.5031 -1.2049
H -5.3303 -0.8718 -2.2986
C 2.5995 0.4768 1.4700
H -2.8685 -3.1995 3.4096
C -1.7610 -1.5077 2.8514
C 4.0823 1.6309 -0.1212
H 1.1897 -0.8691 -3.3789
C -1.2236 -3.5640 2.1949
H -2.7739 -1.7272 -1.6021
H -0.4744 1.2717 -1.7485
N -2.0561 -2.8278 2.9386
C 4.5383 -0.6686 0.3857
H -2.3868 -0.7964 3.3700
C 0.3387 1.0967 -1.0440
H 1.7862 1.1546 1.2105
H 0.3627 -2.9614 0.8208
H -4.8402 -0.9602 2.0168
Cl -4.0691 3.7751 0.6928
H 4.5025 2.1341 0.7496
H 2.3295 3.0580 -0.1726
H 2.1875 0.3462 -3.9904
C -3.6488 -1.5486 -0.9947
H 5.3020 -0.7052 -0.3912
C -4.7307 -1.0650 0.9475
H 1.8402 2.9138 -2.2983
C 1.6688 0.7533 -1.7994
C -3.4762 2.1718 0.2937
H 5.0185 -0.5033 1.3502
N -3.5522 -1.4769 0.3973
C -0.6951 -1.3967 1.9900
C 1.4199 0.1863 -3.2332
H -4.3123 1.4843 0.4220
H 3.2682 1.8700 -2.7573
C -0.4312 -2.6944 1.5026
H -6.6410 -0.4919 0.0860
Cl -2.1540 1.6274 1.3837
H 4.9382 1.5435 -0.7904
H 2.1461 -0.4642 1.7815
H -1.3215 -4.6385 2.1471
H -2.8007 -1.7584 1.0107
C 2.4739 2.0663 -2.0371
C 3.1331 2.6418 -0.7801
C -5.6279 -0.8008 -0.1253

=====

# 4
12
Properties=species:S:1:pos:R:3 method="wB97M-V/def2-TZVPD" lumo_energy_ha=-0.0073 relative_energy_ev=0.307 multiplicity=1 homo_ev=-8.84 orbital_gap_ev=8.643
H -1.6362 -0.7932 0.7508
N 1.7876 1.2556 -1.5428
N 1.2064 0.2657 -1.2016
C 0.7825 -0.6314 -0.5515
S 0.4739 2.3551 2.7279
C -0.6384 2.3464 1.6827
S -1.7012 2.2658 0.5671
C -0.0466 -1.7332 -0.2473
N -1.3333 -1.5242 0.1781
O 0.4526 -2.7966 -0.4585
H -1.7376 -2.3945 0.4242
H 2.3903 1.3844 -2.3291

=====

# 5
36
Properties=species:S:1:pos:R:3 method="wB97M-V/def2-TZVPD" lumo_energy_ha=-0.0936 relative_energy_ev=0.000 total_charge=+1 smiles=COc1cccc(C[NH2+]C[C@H]2CCCO2)c1 multiplicity=1 homo_ev=-11.57 orbital_gap_ev=9.027
H 3.8502 2.9857 3.9302
H -1.6251 -2.7005 -4.9631
C -1.6328 -2.6203 -3.8805
H -1.5014 0.9031 -2.6915
H -2.4133 -1.6077 -1.2003
H -3.5599 -1.7775 -3.2660
H -1.7646 1.1840 0.9262
O -0.5521 -1.6521 -2.0390
H -2.4709 -0.6314 -4.0567
C 1.6294 1.7169 3.0001
C 0.4667 1.6284 2.2265
C -0.2730 -2.2262 -3.3166
H 0.8749 -1.4734 0.9364
C 2.5163 0.6410 3.0077
O 1.7904 2.8680 3.6771
C -1.0505 0.4065 0.6502
H 3.4188 0.6752 3.5952
H 0.3995 -3.0680 -3.1577
H -0.2235 1.4959 -0.8871
C 2.9227 3.0270 4.5080
H -0.2137 2.4655 2.2410
C -2.5209 -1.4811 -3.3754
H 2.9321 -1.3174 2.2797
H -1.5206 -0.5719 0.7570
N -0.6778 0.5841 -0.7837
H 2.9455 2.2722 5.2984
H 0.0020 -0.1698 -1.0364
C 0.1931 0.4889 1.4940
H -1.9537 -3.5702 -3.4547
H 0.2209 -1.4819 -3.9537
C 2.2390 -0.4912 2.2616
H -2.7073 0.7996 -1.3900
C -1.8771 -1.1272 -2.0276
C -1.7701 0.3902 -1.7656
H 2.8196 4.0138 4.9545
C 1.0874 -0.5784 1.5020

=====

# 6
70
Properties=species:S:1:pos:R:3 method="wB97M-V/def2-TZVPD" lumo_energy_ha="-0.1400 / -0.1377" relative_energy_ev=0.000 total_charge=+1 multiplicity=2 homo_ev="-11.28 / -11.20" orbital_gap_ev="7.470 / 7.449"
C 4.8626 1.4798 -0.2651
O 2.3081 0.2853 -0.6553
C 0.9526 -0.7503 4.0709
C -3.6249 1.2238 4.4005
H 3.6815 -2.3645 0.0820
C -0.0648 -2.3591 -5.1989
H 5.3237 -1.7795 0.3486
N -1.4452 5.9798 1.9809
H 4.6520 1.7376 0.7746
H 4.5799 2.3282 -0.8910
C 2.4285 -2.6336 4.2861
N -1.4384 -1.1820 -3.5051
H -0.9090 -3.1673 -3.3712
H -3.7589 -0.1189 -4.8987
H -0.9335 -2.5578 -5.8273
C -1.7514 1.6045 2.9425
H -5.2681 0.3825 -4.1363
H -4.1105 1.5955 -4.6902
O 0.3780 0.7772 1.4549
H 4.0159 -1.2407 1.4037
C -2.0820 4.1355 -0.9628
H -4.0473 -0.8322 4.8507
N -2.7851 3.9987 -1.8593
N -0.1989 3.3461 0.2419
H -1.8456 1.8739 -2.7166
H 3.7173 -1.3894 -2.8563
C 4.2909 -0.5103 -2.5574
H 2.4271 -4.0182 2.6487
C -1.5384 0.2359 2.8498
C 1.8968 -1.4584 4.7982
N -2.1312 0.9193 -2.8856
C -3.4069 -0.1461 4.3126
H 5.3502 -0.7358 -2.7021
H 3.1533 -3.1946 4.8610
C -0.4559 -2.2463 -3.7368
H -3.6956 -0.3416 -2.3330
C 2.0208 -3.0965 3.0437
H 0.5081 0.1469 4.4862
H -2.4107 -1.4356 -3.6008
C -1.1611 0.0642 -3.1764
C 0.5478 -1.2073 2.8172
H -2.1993 -1.7088 3.4818
H -4.4354 1.6059 5.0066
Si 3.9868 -0.0700 -0.7831
H 0.4078 -2.0323 -3.1125
C -3.5604 0.6131 -2.8486
H -4.0162 1.3763 -2.2197
H 0.6413 -3.1784 -5.3316
Re 0.5820 0.7607 -0.6999
H 2.2027 -1.1025 5.7729
C -2.7929 2.0967 3.7208
H -2.9435 3.1658 3.7998
C -1.1445 4.2042 0.1320
C -0.4032 -0.3384 2.0128
H 1.1674 0.9108 1.9964
H 0.4094 -1.4393 -5.5421
H 4.0312 0.3092 -3.2298
O -0.6541 -0.6853 -0.4174
C -4.2076 0.6146 -4.2267
C 1.0887 -2.3828 2.3056
O -0.2037 2.4977 -0.8300
C -0.9943 -1.1096 0.8205
O -1.7035 -2.0557 0.9673
H -1.0914 2.2910 2.4333
S 0.4891 0.6682 -3.0999
C -2.3671 -0.6420 3.5455
H 0.7664 -2.7614 1.3436
C 4.2696 -1.4920 0.3722
H 5.9425 1.3455 -0.3601
C -1.2995 5.1901 1.1619

=====

# 7
51
Properties=species:S:1:pos:R:3 method="wB97M-V/def2-TZVPD" lumo_energy_ha=0.0017 relative_energy_ev=20.953 smiles="CS(=O)(=O)c1ccccc1C(=O)N(CCc1ccccc1)Cc1ccccc1" multiplicity=1 homo_ev=-8.77 orbital_gap_ev=8.819
C 1.4497 -1.7020 0.0531
O 1.7978 4.7257 0.7784
H 2.5852 -2.4636 1.8801
C -0.4421 1.7229 -0.6205
H -1.0065 -5.5594 0.3514
H -2.8472 -2.6092 -2.3929
H 0.6303 3.8139 -4.0491
C 1.0607 -2.1862 -1.4471
C -1.3478 -4.5127 0.0431
C -1.6419 -1.2746 2.0837
C -0.6396 4.2831 1.5678
C 2.2178 -3.9730 0.3695
C 2.1938 -2.5671 0.7096
H 1.9977 -0.2099 1.2595
C -0.6645 1.0413 0.4238
H -1.9119 -4.8078 -1.8210
H 1.1438 4.5841 -1.8142
H -1.4978 3.5027 1.6247
N 0.1099 0.0599 0.9740
H -2.5028 -0.5562 1.9209
C 0.5805 3.7295 -1.9022
C -0.3802 -0.6525 2.3451
H -1.1839 0.1459 -1.9268
C -1.1758 -3.4885 1.1116
C 1.2710 -0.2716 0.5351
O 1.3577 2.5911 1.8882
H -0.9719 -3.8833 2.0068
C -1.9185 -2.2399 0.9791
C 1.9832 -4.4106 -0.7954
H -0.7088 1.5114 -4.2444
H 2.9278 -4.5952 1.0424
S 0.6161 3.6130 1.0335
C -1.7759 -4.1077 -1.0929
C 0.9506 -3.4625 -1.7060
H 0.4801 -1.3040 -1.9833
H 0.4376 -1.3232 2.4962
H -0.5192 4.5742 2.4406
H 1.5292 0.2736 -0.3202
H 1.8564 -5.3149 -1.1000
C -0.7213 1.3388 -2.1310
H -2.7822 -0.9490 -0.2040
H 0.7594 -3.7083 -2.4910
C 0.2348 2.9950 -0.7606
H -0.4672 0.0661 2.8304
C -0.2801 1.9861 -3.3595
H -1.0385 4.9879 0.8896
C -2.6249 -2.8331 -1.4900
C 0.2920 3.1096 -3.0533
C -2.3762 -2.0236 -0.2681
H -2.0733 -1.7345 3.0640
O -1.8402 1.5094 1.0646

=====

# 8
7
Properties=species:S:1:pos:R:3 method="wB97M-V/def2-TZVPD" lumo_energy_ha=0.0985 total_charge=-1 multiplicity=1 homo_ev=-2.93 orbital_gap_ev=5.613
H 2.0254 -0.8759 1.5094
C 0.9426 0.0206 0.1406
O -1.1298 1.2052 -0.5913
F -1.0897 -2.3051 -0.2222
C -0.0171 0.6839 -0.2217
Tl -2.8140 1.8009 -1.1320
O 2.0826 -0.5296 0.5171

=====

In order of appearance, M = 594.50, 88.11, 409.81, 161.21, 222.31, 728.92, 393.51, 280.41 g/mol.